# 1
{"formula": "C21H31BiF6N3O10P2S3", "method": "ωB97M-V/def2-TZVPD", "de_lowest_ev": 1.1558, "total_charge": -2, "multiplicity": 2, "orbital_gap_ha": [0.2224, 0.0861], "e_tot_ha": -4426.96067, "lumo_ev": [3.125, -0.583], "elements": ["Bi", "S", "S", "S", "P", "P", "F", "F", "F", "F", "F", "F", "O", "O", "O", "O", "O", "O", "O", "O", "O", "O", "N", "N", "N", "C", "C", "C", "C", "C", "C", "C", "C", "C", "C", "C", "C", "C", "C", "C", "C", "C", "C", "C", "C", "C", "H", "H", "H", "H", "H", "H", "H", "H", "H", "H", "H", "H", "H", "H", "H", "H", "H", "H", "H", "H", "H", "H", "H", "H", "H", "H", "H", "H", "H", "H", "H"], "coordinates": [[-0.51, 1.34, 0.37], [4.70, -5.09, -0.88], [4.03, -1.77, -1.54], [-1.54, 3.53, -2.45], [4.09, -3.33, -0.33], [-2.14, -0.79, -2.98], [-2.66, -1.57, -4.32], [-0.76, -0.28, -3.76], [-1.29, -2.08, -2.34], [-1.67, 0.09, -1.56], [-3.53, -1.23, -2.14], [-2.92, 0.60, -3.49], [2.60, -3.46, 0.45], [4.87, -2.64, 0.94], [-1.44, 1.18, 4.54], [-7.22, 0.35, 3.97], [-6.73, -1.71, 3.15], [3.03, 3.68, 1.48], [-1.77, 3.15, 0.59], [-0.26, 3.06, -1.75], [-0.45, 0.70, 2.55], [-1.75, 5.42, 0.84], [1.01, 3.00, 0.81], [-2.65, -0.11, 1.47], [1.90, 0.36, 0.41], [0.56, -4.54, 1.04], [-1.68, 4.06, -5.21], [2.26, 2.78, 1.10], [0.37, 4.29, 1.21], [1.05, -3.83, -1.38], [-1.40, 2.97, -4.25], [-2.74, 0.25, 2.73], [4.51, -2.51, 3.24], [-5.11, -0.28, 2.90], [-1.60, 5.44, -4.59], [-3.78, -0.63, 0.89], [5.19, -3.36, 2.23], [-1.48, 0.79, 3.36], [4.76, -4.78, 2.33], [2.83, 1.44, 0.67], [-3.97, 0.23, 3.49], [-1.44, 5.28, -3.02], [-1.15, 4.33, 0.85], [1.56, -4.41, -0.11], [-6.50, -0.52, 3.45], [-4.97, -0.72, 1.54], [5.16, -5.41, 1.52], [0.15, -3.54, 1.25], [-0.44, 2.60, -4.33], [3.51, 1.16, 1.46], [1.08, -4.82, 2.00], [3.45, 1.79, -0.19], [0.93, 5.09, 0.74], [3.46, -2.47, 2.96], [-0.76, 6.01, -4.96], [-2.52, 5.94, -4.79], [4.63, -2.92, 4.22], [-0.99, 4.06, -6.11], [-3.94, 0.67, 4.49], [6.28, -3.15, 2.27], [0.37, 4.48, 2.31], [0.66, -2.85, -1.29], [5.02, -5.15, 3.34], [-3.62, -1.03, -0.11], [2.19, -0.24, -0.35], [-0.21, -5.26, 0.80], [-2.69, 4.00, -5.61], [-5.84, -1.16, 0.99], [1.74, -0.29, 1.25], [1.91, -3.79, -2.09], [0.30, -4.53, -1.87], [4.96, -1.53, 3.16], [-2.24, 5.87, -2.52], [-2.11, 2.19, -4.37], [2.13, -5.35, -0.26], [-0.49, 5.69, -2.64], [3.68, -4.77, 2.22]], "mulliken_charge": [2.11, -0.36, -0.12, 0.53, 0.65, 1.41, -0.37, -0.39, -0.32, -0.64, -0.39, -0.42, -0.10, -0.43, -0.73, -0.74, -0.69, -0.80, -0.63, -0.63, -0.58, -0.72, -0.10, -0.09, -0.09, -1.22, -0.60, 0.26, -0.49, -1.25, -0.48, 0.68, -1.20, 0.83, -0.52, -0.46, 0.54, 0.13, -1.13, -0.31, -0.81, -0.80, 0.39, 0.47, 0.14, -0.74, 0.24, 0.19, 0.47, 0.31, 0.34, 0.23, 0.39, 0.17, 0.28, 0.25, 0.42, 0.26, 0.50, 0.27, 0.31, 0.28, 0.45, 0.40, -0.24, 0.40, 0.24, 0.34, 0.20, 0.28, 0.38, 0.34, 0.43, 0.19, 0.33, 0.35, 0.15]}

---

# 2
{"formula": "C21H31BrN4O2", "method": "ωB97M-V/def2-TZVPD", "de_lowest_ev": 0.0948, "smiles": "CCN1CCC[C@@H]1CN1C[C@H](C(=O)Nc2ccc(Br)cc2NC(C)C)CC1=O", "orbital_gap_ha": 0.3107, "e_tot_ha": -3762.38526, "lumo_ev": 0.288, "elements": ["Br", "O", "O", "N", "N", "N", "N", "C", "C", "C", "C", "C", "C", "C", "C", "C", "C", "C", "C", "C", "C", "C", "C", "C", "C", "C", "C", "C", "H", "H", "H", "H", "H", "H", "H", "H", "H", "H", "H", "H", "H", "H", "H", "H", "H", "H", "H", "H", "H", "H", "H", "H", "H", "H", "H", "H", "H", "H", "H"], "coordinates": [[-1.20, 0.82, 8.46], [-0.71, 2.46, 1.67], [1.08, 2.28, -3.02], [0.10, 0.52, 2.55], [-0.59, 1.07, -2.06], [1.74, -0.68, 4.35], [-1.71, -0.40, -5.32], [-1.39, 0.92, -3.26], [-0.86, -0.18, -4.16], [-1.07, 0.69, -0.74], [2.68, -1.37, 5.22], [0.56, 1.78, -2.05], [-0.80, -1.55, -3.47], [-0.79, 0.79, 6.61], [3.61, -0.43, 5.97], [0.19, 0.85, 0.15], [-2.64, 0.50, -7.43], [0.32, 0.07, 6.19], [0.65, 0.03, 4.84], [1.07, 1.84, -0.62], [-0.19, 0.69, 3.93], [-1.12, -2.56, -4.60], [-1.31, -1.70, -5.85], [3.47, -2.36, 4.38], [-1.27, 1.43, 4.37], [-1.57, 1.49, 5.72], [-0.20, 1.37, 1.52], [-1.62, 0.66, -6.32], [-0.37, -1.61, -6.42], [-1.86, 1.37, -0.41], [0.16, 0.11, -4.47], [2.13, 1.57, -0.61], [-1.54, -1.61, -2.68], [2.80, -3.06, 3.87], [0.18, -1.72, -3.03], [4.24, 0.13, 5.26], [2.18, -0.27, 3.54], [-3.64, 0.44, -7.01], [-2.60, 1.36, -8.11], [-1.89, 1.96, 3.66], [0.54, -0.35, 2.31], [-1.39, 1.88, -3.78], [-1.79, 1.62, -5.82], [-0.60, 0.70, -6.74], [3.06, 0.30, 6.57], [-2.07, -2.10, -6.52], [-2.42, 2.06, 6.07], [0.97, 2.86, -0.24], [0.92, -0.45, 6.92], [-2.03, -3.11, -4.38], [4.15, -2.93, 5.01], [4.27, -0.98, 6.64], [-0.32, -3.29, -4.73], [0.69, -0.11, 0.23], [2.09, -1.94, 5.94], [-2.42, 0.70, -2.98], [-1.44, -0.33, -0.74], [-2.46, -0.39, -8.02], [4.06, -1.84, 3.63]], "mulliken_charge": [-0.22, -0.67, -0.69, -0.23, 0.53, -0.22, -0.04, -1.69, 0.33, -1.03, 0.13, 0.33, -0.27, -0.47, -1.28, 1.02, -1.44, -0.36, 0.84, -0.77, 0.19, -0.85, -0.59, -1.59, -0.54, -0.70, -0.22, -0.31, 0.35, 0.35, 0.18, 0.33, 0.10, 0.38, 0.35, 0.32, 0.42, 0.34, 0.45, 0.46, 0.45, 0.47, 0.30, 0.37, 0.39, 0.40, 0.41, 0.33, 0.35, 0.32, 0.41, 0.38, 0.30, 0.33, 0.36, 0.30, 0.24, 0.33, 0.37]}

---

# 3
{"formula": "C21H31CaF5OP2", "method": "ωB97M-V/def2-TZVPD", "de_lowest_ev": 3.5227, "orbital_gap_ha": [0.1530, 0.1057], "e_tot_ha": -2753.31288, "lumo_ev": [-0.747, -0.878], "elements": ["Ca", "P", "P", "F", "F", "F", "F", "F", "O", "C", "C", "C", "C", "C", "C", "C", "C", "C", "C", "C", "C", "C", "C", "C", "C", "C", "C", "C", "C", "C", "H", "H", "H", "H", "H", "H", "H", "H", "H", "H", "H", "H", "H", "H", "H", "H", "H", "H", "H", "H", "H", "H", "H", "H", "H", "H", "H", "H", "H", "H", "H"], "coordinates": [[1.45, 1.88, -0.99], [0.87, -1.44, -5.41], [-1.70, 1.67, -4.56], [2.53, 1.43, 4.07], [2.10, -3.25, 3.19], [2.36, 1.96, 1.26], [2.57, -1.18, 4.92], [1.67, -2.71, 0.49], [1.99, -0.10, -0.34], [2.04, -1.75, 1.37], [2.55, -0.91, -5.73], [-3.11, 1.89, -5.69], [0.04, -2.84, -3.01], [0.73, -3.13, -5.99], [2.47, 0.41, 3.18], [-0.59, 1.88, 0.19], [-2.86, -0.87, -3.32], [0.53, -0.33, -2.84], [-0.34, -0.29, -6.15], [2.19, -1.98, 2.72], [-1.31, -2.80, -2.50], [-2.11, 0.37, -3.23], [-0.35, 1.20, -5.71], [2.38, 0.63, 1.83], [2.42, -0.93, 3.61], [2.16, -0.42, 0.91], [-1.16, 3.28, -3.96], [-0.79, 0.28, -2.33], [-2.38, -2.23, -3.53], [0.65, -1.68, -3.63], [-3.92, -0.75, -3.09], [-0.11, -0.30, -7.23], [-0.38, 2.73, 0.87], [2.64, 0.18, -5.76], [1.14, 0.46, -3.34], [-1.53, 4.05, -4.68], [-1.58, -3.83, -2.17], [-2.83, 1.00, -2.62], [-0.59, 0.97, 0.82], [1.07, -0.65, -1.92], [-2.00, -2.32, -4.55], [-0.06, 3.33, -3.95], [-2.80, 2.57, -6.50], [1.73, -1.93, -3.49], [0.73, -3.66, -2.77], [-1.62, 2.00, -0.19], [-3.45, 0.96, -6.17], [-1.32, -2.17, -1.59], [-1.55, 3.49, -2.96], [-1.35, -0.75, -6.03], [-3.98, 2.34, -5.20], [-0.53, 1.33, -2.02], [-3.26, -2.87, -3.44], [-0.52, 1.84, -6.60], [-0.31, -3.46, -6.05], [-1.07, -0.20, -1.37], [2.89, -1.34, -6.68], [3.19, -1.31, -4.93], [0.60, 1.50, -5.24], [1.21, -3.27, -6.96], [1.24, -3.76, -5.26]], "mulliken_charge": [1.25, 1.10, 1.16, -0.29, -0.30, -0.34, -0.32, -0.24, -0.94, 0.08, -1.39, -1.39, -1.39, -1.48, 0.12, -1.65, -1.67, -0.64, -0.98, 0.08, -0.68, 0.14, -1.22, 0.31, 0.35, 0.51, -1.37, 0.62, -0.70, 0.33, 0.29, 0.49, 0.44, 0.34, 0.46, 0.50, 0.46, 0.44, 0.28, -0.11, 0.09, 0.28, 0.47, 0.36, 0.45, 0.33, 0.36, 0.26, 0.33, 0.48, 0.40, -0.47, 0.44, 0.75, 0.38, 0.27, 0.45, 0.46, 0.37, 0.51, 0.40]}

---

# 4
{"formula": "C21H31Cl2N2O5Yb", "method": "ωB97M-V/def2-TZVPD", "total_charge": 2, "multiplicity": 2, "orbital_gap_ha": [0.2409, 0.1724], "e_tot_ha": -3383.03649, "lumo_ev": [-5.778, -7.641], "elements": ["Yb", "Cl", "Cl", "O", "O", "O", "O", "O", "N", "N", "C", "C", "C", "C", "C", "C", "C", "C", "C", "C", "C", "C", "C", "C", "C", "C", "C", "C", "C", "C", "C", "H", "H", "H", "H", "H", "H", "H", "H", "H", "H", "H", "H", "H", "H", "H", "H", "H", "H", "H", "H", "H", "H", "H", "H", "H", "H", "H", "H", "H", "H", "H"], "coordinates": [[0.99, 0.35, -0.10], [0.52, -2.66, 0.98], [0.27, -1.77, -1.94], [2.39, 0.36, 2.11], [-0.22, 0.35, 1.74], [2.40, 1.58, -1.70], [3.05, -0.73, -0.36], [1.55, 2.46, 0.53], [-2.43, -0.30, 0.44], [-0.83, 1.61, -1.35], [3.63, -1.23, 0.84], [-0.68, 2.74, -2.08], [3.29, 0.65, -2.34], [-3.13, -1.21, 1.29], [2.20, 3.45, -0.26], [-5.44, -3.24, -0.94], [3.99, -0.31, -1.35], [-2.94, 0.48, -0.46], [-4.42, -2.33, -0.59], [3.15, 2.68, -1.15], [-3.90, -2.34, 0.71], [-4.27, -3.37, 1.60], [-5.18, -4.34, 1.18], [-1.89, 3.37, -2.43], [-5.85, -4.19, -0.01], [3.70, -0.22, 1.97], [1.64, 2.71, 1.95], [0.53, -3.13, -0.78], [-2.20, 1.49, -1.20], [-2.90, 2.62, -1.85], [2.60, 1.72, 2.59], [1.46, -3.63, -1.14], [-5.37, -5.19, 1.83], [4.88, 0.20, -0.93], [-1.10, 0.11, 1.30], [-2.36, -1.62, 1.98], [-3.98, 0.35, -0.93], [-3.76, -0.63, 1.99], [4.45, 0.55, 1.70], [3.51, 3.25, -1.99], [2.63, 0.12, -3.03], [0.38, 2.97, -2.40], [-3.98, -1.67, -1.38], [4.04, 2.27, -0.68], [1.42, 3.92, -0.85], [3.93, -0.78, 2.90], [-6.69, -4.84, -0.28], [-0.12, -0.32, 2.44], [-1.98, 4.31, -2.91], [1.92, 3.77, 2.08], [-3.97, 2.80, -1.81], [-5.89, -3.16, -1.95], [3.55, 2.07, 2.20], [0.63, 2.52, 2.27], [3.95, 1.29, -2.92], [2.67, 4.20, 0.39], [4.62, -1.65, 0.64], [4.38, -1.14, -1.99], [2.48, 1.71, 3.65], [-3.87, -3.31, 2.62], [-0.39, -3.75, -0.90], [2.94, -2.00, 1.10]], "mulliken_charge": [0.95, -0.09, -0.02, -0.19, -0.36, -0.15, 0.13, 0.04, -0.04, 0.04, -0.91, -0.16, -0.88, -0.89, -0.68, -0.62, -0.53, -0.10, -0.17, -0.70, 0.74, -0.71, -0.49, -1.30, -0.51, -0.52, -0.91, -0.38, -0.33, -0.65, -0.51, 0.41, 0.41, 0.49, 0.32, 0.26, 0.50, 0.39, 0.44, 0.47, 0.37, 0.46, 0.40, 0.44, 0.24, 0.40, 0.37, 0.36, 0.47, 0.62, 0.50, 0.38, 0.35, 0.30, 0.46, 0.62, 0.58, 0.38, 0.48, 0.35, 0.43, 0.25]}

---

# 5
{"formula": "C21H31Cl5P2Re", "method": "ωB97M-V/def2-TZVPD", "de_lowest_ev": 0.0000, "total_charge": 2, "multiplicity": 4, "orbital_gap_ha": [0.2248, 0.2171], "e_tot_ha": -3879.94021, "lumo_ev": [-6.141, -7.965], "elements": ["Re", "Cl", "Cl", "Cl", "Cl", "Cl", "P", "P", "C", "C", "C", "C", "C", "C", "C", "C", "C", "C", "C", "C", "C", "C", "C", "C", "C", "C", "C", "C", "C", "H", "H", "H", "H", "H", "H", "H", "H", "H", "H", "H", "H", "H", "H", "H", "H", "H", "H", "H", "H", "H", "H", "H", "H", "H", "H", "H", "H", "H", "H", "H"], "coordinates": [[-1.50, 3.79, -2.46], [-0.56, -2.76, -1.94], [3.85, -3.34, 1.17], [4.39, -0.26, 0.92], [2.31, 1.51, -0.60], [1.31, -4.60, -0.19], [0.64, -0.10, -3.16], [-2.36, 1.30, 0.65], [-3.91, 0.49, 1.03], [0.84, -1.32, -4.50], [-2.59, 4.89, -4.89], [-3.63, 5.24, -3.79], [1.28, -0.81, -1.59], [-0.24, 4.71, -3.64], [-0.20, 6.20, -3.40], [2.23, -0.21, -0.73], [-0.87, 0.55, 1.30], [-2.03, 5.56, -1.75], [1.66, -2.93, -0.38], [0.89, -2.13, -1.25], [3.05, -0.97, 0.12], [-2.36, 3.04, 1.14], [2.80, -2.36, 0.26], [-1.12, 0.50, -3.01], [-3.16, 4.81, -2.41], [-1.30, 6.70, -2.46], [-1.41, 4.08, -4.39], [1.57, 1.33, -3.69], [-1.70, 1.69, -2.20], [-1.97, 7.37, -3.02], [0.00, 1.12, 0.92], [-1.68, -0.38, -2.67], [-1.82, 1.41, -1.06], [-4.56, 4.68, -3.99], [1.79, -1.85, -4.37], [0.78, 6.43, -2.95], [-3.87, 6.32, -3.81], [0.88, -0.79, -5.46], [-0.83, 7.32, -1.68], [-0.81, -0.48, 0.90], [-3.09, 4.25, -5.64], [-2.29, 5.80, -5.44], [-3.14, 3.55, 0.55], [0.70, 4.22, -3.91], [-0.87, 0.56, 2.40], [-2.57, 3.15, 2.21], [-3.92, -0.53, 0.61], [0.02, -2.06, -4.51], [-1.41, 0.64, -4.06], [-4.10, 0.45, 2.11], [-0.25, 6.71, -4.37], [-2.76, 1.74, -2.57], [-1.39, 3.51, 0.90], [1.29, 1.55, -4.72], [-2.18, 5.73, -0.68], [-3.95, 4.50, -1.72], [1.31, 2.19, -3.06], [-1.13, 3.27, -5.08], [-4.72, 1.06, 0.54], [2.65, 1.15, -3.65]], "mulliken_charge": [0.43, -0.08, -0.10, -0.12, -0.10, -0.12, 0.99, 0.66, -1.03, -1.31, -1.00, -0.98, -0.37, -0.35, -0.95, 0.69, -0.79, -0.40, -0.33, 0.40, -0.41, -1.17, 0.48, -0.80, -0.13, -0.88, -0.19, -1.29, -0.15, 0.25, 0.11, 0.60, -0.77, 0.37, 0.41, 0.35, 0.34, 0.48, 0.41, 0.25, 0.37, 0.30, 0.29, 0.57, 0.50, 0.53, 0.36, 0.43, 0.50, 0.39, 0.32, 0.62, 0.34, 0.52, 0.52, 0.49, 0.15, 0.54, 0.38, 0.47]}

---

# 6
{"formula": "C21H31N3O3S", "method": "ωB97M-V/def2-TZVPD", "de_lowest_ev": 0.0000, "smiles": "CSCC[C@H](NC(=O)[C@H]1CC[C@@H](C)CC1)C(=O)Nc1ccc(NC(C)=O)cc1", "orbital_gap_ha": 0.3113, "e_tot_ha": -1607.08626, "lumo_ev": 0.620, "elements": ["S", "O", "O", "O", "N", "N", "N", "C", "C", "C", "C", "C", "C", "C", "C", "C", "C", "C", "C", "C", "C", "C", "C", "C", "C", "C", "C", "C", "H", "H", "H", "H", "H", "H", "H", "H", "H", "H", "H", "H", "H", "H", "H", "H", "H", "H", "H", "H", "H", "H", "H", "H", "H", "H", "H", "H", "H", "H", "H"], "coordinates": [[-5.58, -1.78, 1.31], [-1.32, -2.41, -1.50], [5.95, -0.60, 1.54], [-1.67, 0.89, 1.54], [5.09, -1.94, -0.09], [-0.44, -1.28, 0.30], [-2.70, 0.41, -0.39], [-3.93, -1.64, -0.94], [6.10, -1.38, 0.63], [-2.05, 2.71, -0.01], [-2.78, -1.02, -0.15], [1.77, -0.82, 1.08], [2.88, -2.43, -0.86], [-1.43, -1.67, -0.54], [3.71, -1.76, 0.04], [2.32, 2.92, -0.13], [3.14, -0.95, 1.01], [0.86, 3.32, -0.25], [-1.34, 2.82, -1.37], [1.51, -2.30, -0.79], [0.13, 2.42, -1.25], [-2.10, 1.27, 0.47], [7.47, -1.85, 0.17], [-5.82, -3.56, 1.03], [0.16, 3.25, 1.11], [-1.33, 3.59, 1.01], [0.94, -1.49, 0.18], [-5.29, -1.22, -0.40], [0.61, 2.49, -2.23], [-1.39, 3.87, -1.70], [0.81, 4.36, -0.62], [0.64, 3.94, 1.80], [-6.09, -1.62, -1.02], [-1.79, 3.46, 1.99], [3.77, -0.43, 1.71], [5.36, -2.58, -0.83], [-6.61, -3.70, 0.30], [2.84, 3.56, 0.59], [8.24, -1.38, 0.77], [-3.82, -2.72, -0.90], [-3.84, -1.34, -1.98], [-6.12, -3.98, 1.99], [-4.89, -4.01, 0.70], [-0.71, -0.65, 1.05], [7.62, -1.59, -0.88], [2.41, 1.89, 0.21], [-1.44, 4.64, 0.71], [-2.99, 0.73, -1.30], [0.20, 1.38, -0.92], [0.88, -2.82, -1.49], [-3.08, 3.05, -0.12], [7.55, -2.93, 0.27], [2.83, 3.00, -1.09], [1.32, -0.19, 1.84], [3.32, -3.07, -1.62], [0.27, 2.25, 1.51], [-5.37, -0.14, -0.35], [-1.83, 2.22, -2.13], [-2.94, -1.16, 0.93]], "mulliken_charge": [-0.10, -0.73, -0.62, -0.78, -0.16, 0.03, 0.15, -0.89, 0.79, 0.30, 0.01, -0.48, -0.88, 0.15, 0.83, -1.55, -0.51, 0.53, -1.30, -0.72, -0.04, 0.12, -1.32, -0.83, -0.40, -1.45, 0.23, -0.85, 0.51, 0.52, 0.24, 0.45, 0.51, 0.45, 0.53, 0.19, 0.25, 0.42, 0.36, 0.38, 0.44, 0.37, 0.25, 0.17, 0.33, 0.18, 0.47, 0.36, -0.31, 0.55, 0.37, 0.33, 0.41, 0.29, 0.27, -0.08, 0.35, 0.54, 0.36]}